[1]
C22H42F24MgN4O23S8 | ωB97M-V/def2-TZVPD

The geometry in XYZ format:
```
124
Properties=species:S:1:pos:R:3:mulliken_charge:R:1
Mg -2.41 -1.62 0.51 1.34
C -1.15 0.40 -2.12 0.36
F -1.45 1.66 -1.94 0.05
F -2.25 -0.38 -1.92 -0.11
F -0.68 0.15 -3.30 -0.09
S 0.14 -0.25 -0.88 0.57
O 0.58 -1.54 -1.34 -0.47
O 1.11 0.80 -0.83 -0.59
N -0.87 -0.54 0.55 -0.41
S -0.36 0.40 1.75 0.63
O -0.43 1.81 1.54 -0.21
O -1.01 -0.05 2.97 -0.77
C 1.52 0.01 2.09 0.53
F 2.22 1.10 1.89 -0.19
F 1.70 -0.35 3.35 -0.13
F 1.90 -0.96 1.26 -0.11
C -0.15 4.78 0.00 0.44
F -0.45 4.60 -1.28 -0.20
F -1.09 4.23 0.76 -0.03
F 1.03 4.25 0.29 -0.21
S -0.17 6.64 0.41 1.07
O 0.49 7.26 -0.71 -0.60
O -1.57 6.96 0.49 -0.66
N 0.63 6.72 1.92 -0.33
S 2.21 6.96 1.70 1.03
O 2.80 6.62 2.98 -0.69
O 2.92 6.50 0.54 -0.59
C 2.43 8.90 1.62 0.56
F 1.74 9.39 0.58 -0.22
F 1.85 9.52 2.66 -0.25
F 3.72 9.16 1.54 -0.21
C 5.01 -8.00 -1.09 0.70
F 5.25 -8.38 -2.35 -0.24
F 3.95 -8.67 -0.67 -0.21
F 6.07 -8.30 -0.34 -0.25
S 4.83 -6.08 -1.08 1.02
O 5.58 -5.55 0.06 -0.59
O 5.18 -5.66 -2.41 -0.64
N 3.10 -5.84 -1.19 -0.33
S 2.50 -6.08 0.24 0.90
O 1.21 -6.74 0.09 -0.69
O 3.35 -6.64 1.28 -0.61
C 2.18 -4.31 0.83 0.46
F 1.62 -4.32 2.06 -0.26
F 3.35 -3.69 0.89 -0.23
F 1.37 -3.56 0.05 -0.13
C -2.04 -2.44 -5.89 0.70
F -2.35 -1.45 -6.72 -0.23
F -1.64 -3.49 -6.58 -0.20
F -1.00 -2.03 -5.16 -0.20
S -3.52 -2.91 -4.78 0.69
O -3.40 -2.03 -3.63 -0.44
O -4.77 -2.76 -5.50 -0.59
N -3.05 -4.44 -4.08 -0.36
S -3.43 -5.50 -5.16 0.93
O -3.69 -5.08 -6.53 -0.59
O -2.58 -6.67 -5.03 -0.67
C -5.16 -6.12 -4.58 0.68
F -4.97 -7.00 -3.61 -0.23
F -5.85 -5.08 -4.09 -0.25
F -5.88 -6.62 -5.59 -0.25
C 0.32 -1.56 6.11 -0.59
C 1.13 -0.95 7.26 -0.55
O 1.49 -2.03 8.12 -0.52
H -0.47 -2.17 6.53 0.39
H 1.07 -2.02 5.46 0.16
H -0.20 -0.71 5.66 0.20
H 0.43 -0.32 7.82 0.29
H 1.96 -0.33 6.91 0.34
H 1.79 -1.61 8.94 0.30
C 4.47 -1.80 -3.54 -1.32
C 4.06 -2.58 -2.30 0.38
O 2.86 -3.36 -2.45 -0.37
H 5.26 -1.09 -3.26 0.39
H 3.66 -1.11 -3.81 0.21
H 4.79 -2.42 -4.37 0.32
H 3.73 -1.89 -1.52 -0.03
H 4.96 -3.13 -2.01 0.28
H 2.17 -2.73 -2.23 0.22
C -2.97 1.58 -5.09 -0.68
C -2.25 2.90 -5.30 -0.18
O -3.14 3.98 -5.63 -0.60
H -3.98 1.57 -5.52 0.56
H -3.10 1.31 -4.04 0.09
H -2.39 0.78 -5.57 0.06
H -1.61 2.85 -6.18 0.41
H -1.73 3.19 -4.38 0.02
H -3.82 3.90 -4.95 0.29
C 5.13 2.64 3.11 -1.00
C 4.82 1.60 4.18 -0.01
O 4.98 2.25 5.43 -0.55
H 6.14 3.02 3.23 0.32
H 4.34 3.39 3.07 0.28
H 5.08 2.23 2.10 0.28
H 5.49 0.74 4.27 0.33
H 3.78 1.31 4.03 0.02
H 4.39 3.01 5.45 0.33
C -3.77 3.94 -1.69 -0.52
C -5.02 3.79 -2.55 -0.60
O -4.86 4.84 -3.54 -0.55
H -2.81 3.99 -2.20 0.08
H -3.76 3.09 -1.00 0.18
H -3.77 4.89 -1.16 0.40
H -5.86 4.14 -1.95 0.48
H -5.11 2.76 -2.90 0.21
H -5.68 5.34 -3.48 0.29
C -3.36 4.33 3.05 -0.85
C -2.14 4.06 3.93 -0.03
O -0.91 4.46 3.39 -0.41
H -3.45 5.38 2.75 0.25
H -4.26 4.07 3.61 0.43
H -3.25 3.77 2.11 0.06
H -2.17 2.99 4.17 0.01
H -2.23 4.49 4.93 0.36
H -0.70 3.83 2.70 0.10
C -1.02 -4.11 3.35 -0.63
C -2.40 -3.65 2.88 -0.39
O -2.26 -2.29 2.34 0.18
H -0.22 -3.59 2.82 0.02
H -0.86 -5.18 3.21 0.37
H -0.78 -3.86 4.38 0.27
H -3.17 -3.67 3.65 0.27
H -2.76 -4.23 2.03 0.35
H -2.15 -1.70 3.11 0.17
```

Results
- ΔE to the lowest compared entry with this formula, charge and spin: 0.0 kcal/mol
- HOMO-LUMO gap: 0.1726 Ha
- Total charge: -2
- HOMO: -5.72 eV
- LUMO energy: -1.02 eV
- Electronic energy: -233888.36499 eV

=====

[2]
C22H42IrN8S | ωB97M-V/def2-TZVPD

The geometry in XYZ format:
```
74
Properties=species:S:1:pos:R:3:lowdin_spin:R:1
Ir -0.28 0.08 -0.28 0.63
C -2.91 1.25 3.11 0.00
N -1.78 0.37 2.83 0.01
C -2.18 -0.96 2.38 0.02
C -0.54 0.83 2.59 0.01
N 0.23 0.21 1.66 0.02
C 1.62 0.01 1.91 0.00
C 2.15 -0.08 3.19 0.00
C 3.51 -0.24 3.39 0.00
C 4.36 -0.29 2.29 0.00
C 3.83 -0.26 1.01 0.00
C 2.46 -0.17 0.81 0.00
N 1.84 -0.19 -0.46 0.08
C 2.38 -0.83 -1.50 0.01
N 2.18 -0.37 -2.75 0.00
C 1.74 1.01 -2.98 0.00
C 2.06 -1.28 -3.89 0.00
N 3.12 -1.95 -1.37 0.01
C 4.27 -2.23 -2.23 0.00
C 2.96 -2.87 -0.25 0.00
N -0.09 1.88 3.29 0.01
C 1.01 2.72 2.85 0.00
C -0.51 2.15 4.67 0.00
H -3.55 1.30 2.22 0.00
H -2.59 2.26 3.35 0.00
H -3.51 0.86 3.93 0.00
H -2.95 -1.33 3.05 0.00
H -1.33 -1.64 2.39 0.00
H -2.59 -0.92 1.36 0.01
H 1.49 -0.03 4.05 0.00
H 3.91 -0.30 4.39 0.00
H 5.43 -0.37 2.43 0.00
H 4.49 -0.30 0.15 0.00
H 2.33 1.69 -2.37 0.00
H 0.69 1.15 -2.73 0.00
H 1.89 1.25 -4.03 0.00
H 1.81 -2.28 -3.54 0.00
H 2.98 -1.32 -4.48 0.00
H 1.26 -0.93 -4.54 0.00
H 4.55 -1.34 -2.79 0.00
H 4.07 -3.05 -2.93 0.00
H 5.11 -2.51 -1.60 0.00
H 2.01 -2.71 0.25 0.00
H 3.77 -2.75 0.48 0.00
H 2.98 -3.89 -0.64 0.00
H 1.18 2.60 1.78 0.00
H 1.93 2.48 3.37 0.00
H 0.75 3.76 3.05 0.00
H -1.13 1.34 5.05 0.00
H -1.05 3.09 4.74 0.00
H 0.38 2.22 5.29 0.00
N -2.92 -2.09 -1.90 0.00
C -2.04 -2.93 -1.36 0.01
N -2.30 -4.23 -1.40 0.01
S -0.58 -2.43 -0.60 0.03
H -3.76 -2.41 -2.35 0.00
H -2.74 -1.10 -1.89 0.00
H -3.15 -4.60 -1.80 0.00
H -1.66 -4.87 -0.97 0.00
C -3.09 1.81 -0.96 0.02
C -1.79 2.62 -0.93 0.02
C -1.33 2.90 -2.38 0.01
C -2.01 3.95 -0.20 0.00
C -0.66 1.89 -0.29 0.07
H -3.78 2.23 -1.69 0.00
H -3.58 1.82 0.01 0.00
H -2.90 0.77 -1.23 0.01
H -2.07 3.55 -2.86 0.00
H -1.25 1.98 -2.96 0.00
H -0.36 3.41 -2.41 0.00
H -2.84 4.48 -0.66 0.00
H -1.13 4.58 -0.25 0.00
H -2.26 3.78 0.85 0.00
H 0.12 2.56 0.09 0.00
```

Results
- HOMO-LUMO gap (alpha / beta): 0.2272 / 0.2268 Ha
- Total charge: +2
- HOMO (alpha / beta): -12.88 / -12.82 eV
- Spin multiplicity: 2
- LUMO energy (alpha / beta): -6.70 / -6.65 eV
- Electronic energy: -49075.89403 eV

=====

[3]
C22H42IrNP3SSe | ωB97M-V/def2-TZVPD

The geometry in XYZ format:
```
71
Properties=species:S:1:pos:R:3:lowdin_spin:R:1
Ir -0.25 -0.81 0.22 2.05
P -1.55 -2.42 1.05 0.27
P 1.28 -0.56 1.92 0.23
P 1.27 -1.54 -1.35 0.20
H -3.06 2.74 -4.96 0.00
C -3.51 1.78 -5.24 0.00
C -3.50 0.71 -4.40 0.00
H -3.24 0.72 -3.33 0.00
C -2.82 -1.92 2.24 0.04
C -0.57 -3.78 1.80 0.05
C -2.29 -2.87 -0.56 0.11
C 2.46 0.79 2.26 0.06
C 0.50 -0.76 3.58 0.03
C 2.44 -1.98 1.98 0.04
C 0.65 -1.21 -3.05 0.05
C 1.47 -3.38 -1.25 0.04
C 2.92 -0.74 -1.42 0.03
H -3.96 1.82 -6.28 0.00
H -3.73 -0.30 -4.78 0.00
H -3.58 -1.29 1.75 0.01
H -2.42 -1.31 3.06 0.00
H -3.32 -2.79 2.68 0.00
H -0.03 -3.44 2.69 0.00
H 0.16 -4.19 1.09 0.00
H -1.28 -4.55 2.09 0.01
H -2.86 -2.00 -0.91 0.01
H -2.97 -3.70 -0.39 0.02
H -1.58 -3.12 -1.36 0.01
H 3.32 0.35 2.77 0.01
H 2.02 1.55 2.91 0.00
H 2.82 1.28 1.34 0.00
H 1.28 -1.20 4.23 0.01
H -0.38 -1.41 3.57 0.00
H 0.23 0.24 3.96 0.00
H 2.96 -1.82 2.93 0.01
H 3.17 -1.95 1.15 0.00
H 1.95 -2.95 2.00 0.00
H 1.40 -1.42 -3.82 0.01
H 0.38 -0.16 -3.11 0.01
H -0.23 -1.83 -3.23 0.00
H 2.02 -3.70 -2.14 0.01
H 0.49 -3.87 -1.24 0.00
H 2.04 -3.65 -0.36 0.00
H 3.47 -1.12 -2.29 0.00
H 3.50 -0.94 -0.51 0.00
H 2.82 0.35 -1.53 0.00
C 1.20 3.12 -2.16 0.19
C -0.14 2.80 -2.47 0.06
C -0.48 2.38 -3.76 0.06
C 0.51 2.34 -4.76 0.21
C 1.83 2.72 -4.48 0.03
C 2.16 3.13 -3.18 0.08
Se 1.60 3.80 -0.38 0.34
H 2.71 2.81 -0.07 0.02
H -0.88 2.96 -1.68 0.00
H -1.50 2.08 -4.03 0.00
H 0.28 2.07 -5.80 0.01
H 2.53 2.73 -5.31 0.00
H 3.14 3.52 -2.95 0.00
S -1.82 0.87 1.05 0.57
C -1.39 1.57 2.61 0.06
N -2.18 1.45 3.73 0.02
C -1.81 1.92 4.97 0.01
C -0.59 2.54 5.11 0.01
C 0.17 2.85 3.96 0.00
C -0.33 2.47 2.71 0.03
H -3.12 1.13 3.53 0.00
H -2.55 1.78 5.74 0.00
H -0.33 2.94 6.08 0.00
H 1.05 3.49 4.06 0.00
H 0.06 2.88 1.77 0.01
```

Results
- HOMO-LUMO gap (alpha / beta): 0.2365 / 0.1217 Ha
- Total charge: +4
- HOMO (alpha / beta): -18.35 / -18.34 eV
- Spin multiplicity: 6
- LUMO energy (alpha / beta): -11.91 / -15.03 eV
- Electronic energy: -131827.78217 eV

=====

Q: Number 2 is which compound?
A: C22H42IrN8S

=====

Q: What is the electronic energy in the first record?
A: -233888.36499 eV

=====

Q: The lowest electronic energy belongs to which entry?
A: C22H42F24MgN4O23S8

=====

Q: The highest total charge belongs to which entry?
A: C22H42IrNP3SSe